1.
DFT (ωB97M-V/def2-TZVPD) results for a cluster of 2 separate species, C2H7NS in total in a non-equilibrium geometry.

The geometry in XYZ format:
```
11
Properties=species:S:1:pos:R:3:forces:R:3:mulliken_charge:R:1
S -1.8635 -1.2396 -1.2441 -4.326 1.834 0.822 -0.47
H -3.1780 -0.4351 -0.6363 3.022 -1.997 -1.449 0.12
C 0.0685 0.1847 0.0360 1.655 -1.293 4.086 -0.40
C 0.8097 -0.0175 1.3777 -1.310 0.510 -0.900 -0.36
N 0.8282 0.8116 -1.0153 -0.641 -5.618 -0.484 -0.42
H -0.9765 0.4069 0.2022 -1.347 1.443 0.479 0.34
H 0.9116 -1.0309 1.8197 0.098 0.602 -0.626 0.24
H 1.0760 0.7755 2.0779 -0.266 0.138 -0.165 0.25
H 1.1930 -0.1715 -1.0912 1.585 2.425 -2.391 0.33
H -0.2032 -0.8764 -0.1803 1.345 1.003 -0.327 0.16
H 1.3341 1.5923 -1.3463 0.184 0.950 0.955 0.20
```
Positions in Å, forces in eV/Å.

Spin multiplicity: 1
ΔE to the lowest compared entry with this formula, charge and spin: 789.4 kJ/mol
E_HOMO: -7.31 eV
F_max: 5.7 eV/Å
Frontier orbital gap: 4.32 eV

=====

2.
DFT (ωB97M-V/def2-TZVPD) results for a cluster of 2 separate species, C2H7NS2 in total in a non-equilibrium geometry.

The geometry in XYZ format:
```
12
Properties=species:S:1:pos:R:3:forces:R:3:mulliken_charge:R:1
C -1.3658 -0.9283 -0.2961 1.208 3.424 0.577 -0.28
C 1.9286 0.8667 -0.0835 1.786 -2.821 -0.160 -0.70
N -1.9316 0.1709 0.5163 -0.136 -0.906 -0.146 -0.21
S 1.3191 -0.5208 0.9383 0.800 0.196 0.173 -0.10
S -1.4865 1.7502 0.4798 -0.224 -0.547 -0.169 -0.17
H -1.7383 -0.9010 -1.2737 -0.487 -0.054 -1.528 0.21
H -0.2876 -0.5780 -0.2826 -0.653 -1.512 -0.528 -0.22
H -1.5811 -1.8302 0.1996 0.135 -1.212 0.466 0.35
H 2.9303 0.5629 -0.5674 -1.930 0.700 0.307 0.26
H 2.0503 1.6680 0.5579 0.478 1.752 1.308 0.31
H 1.0870 1.1076 -0.6774 -0.377 0.270 -1.349 0.26
H -2.0722 -0.2724 1.3984 -0.600 0.709 1.049 0.31
```
Positions in Å, forces in eV/Å.

Spin multiplicity: 1
ΔE to the lowest compared entry with this formula, charge and spin: 320.2 kJ/mol
E_HOMO (spin up / spin down): -8.35 / -8.84 eV
F_max: 3.7 eV/Å
Frontier orbital gap (spin up / spin down): 6.62 / 7.97 eV

=====

3.
DFT (ωB97M-V/def2-TZVPD) results for a cluster of 2 separate species, C2H7O in total in a non-equilibrium geometry.

The geometry in XYZ format:
```
10
Properties=species:S:1:pos:R:3:forces:R:3:mulliken_charge:R:1
O -1.4223 1.5554 -0.3539 0.087 0.255 -0.143 -1.12
H -1.6292 0.6857 -0.0080 -0.208 -0.082 0.054 0.16
C 0.3278 -0.9724 0.7749 0.831 0.813 -0.151 -0.76
C 1.0872 -0.4877 -0.4670 0.993 -1.186 -1.056 -0.79
H 0.6303 -1.9777 1.0419 -0.415 -0.579 -0.188 0.33
H 0.6409 -0.3914 1.6552 -0.312 0.220 -0.321 0.23
H -0.7351 -0.8046 0.6073 0.079 -0.463 0.283 0.16
H 0.7145 0.4592 -0.8531 -0.228 0.075 0.270 0.32
H 1.0913 -1.2307 -1.3275 -0.626 0.597 0.893 0.22
H 2.1763 -0.4385 -0.2977 -0.202 0.351 0.360 0.27
```
Positions in Å, forces in eV/Å.

Spin multiplicity: 1
ΔE to the lowest compared entry with this formula, charge and spin: 23.9 kJ/mol
E_HOMO: -2.08 eV
F_max: 1.9 eV/Å
Net charge: -1
Frontier orbital gap: 6.53 eV

=====

4.
DFT (ωB97M-V/def2-TZVPD) results for a cluster of 2 separate species, C2H7O2 in total in a non-equilibrium geometry.

The geometry in XYZ format:
```
11
Properties=species:S:1:pos:R:3:forces:R:3:mulliken_charge:R:1
O 0.1436 1.5534 2.3175 -1.463 -1.559 3.730 -0.79
H -0.4661 0.8528 2.7616 1.671 1.965 -1.180 0.23
C -0.5785 -0.0915 -0.5527 0.266 2.707 -0.420 -0.24
O -0.0303 1.1122 -0.0180 -1.327 -1.600 -1.243 -0.85
C 0.6206 -0.8614 -1.0292 -4.069 -2.392 -3.429 -1.07
H -1.2327 -0.7046 0.1335 0.497 0.348 -0.140 0.20
H -1.2490 0.1706 -1.4591 0.553 -0.489 0.944 0.16
H 0.1119 1.2825 1.3518 -0.238 -0.158 -1.495 0.45
H 1.1471 -0.3653 -1.7861 0.695 0.992 -1.033 0.28
H 1.2049 -1.0577 -0.2688 3.187 -0.776 4.014 0.34
H 0.3285 -1.8911 -1.4505 0.227 0.961 0.252 0.29
```
Positions in Å, forces in eV/Å.

Spin multiplicity: 1
ΔE to the lowest compared entry with this formula, charge and spin: 79.6 kJ/mol
E_HOMO: -2.95 eV
F_max: 5.8 eV/Å
Net charge: -1
Frontier orbital gap: 7.60 eV

=====

5.
DFT (ωB97M-V/def2-TZVPD) results for a cluster of 2 separate species, C2H7O2 in total in a non-equilibrium geometry.

The geometry in XYZ format:
```
11
Properties=species:S:1:pos:R:3:forces:R:3:mulliken_charge:R:1
O 0.5311 1.7874 -0.5808 0.523 -1.049 1.138 -0.56
H 0.1286 2.2014 -1.3052 -1.006 0.902 -1.874 0.29
H -0.0825 -0.9456 1.7763 0.548 0.117 1.636 0.29
H 0.8453 2.5226 -0.0610 0.327 0.340 0.536 0.31
C -0.7440 -0.5666 1.0389 -2.395 -0.468 -2.071 -0.71
C 0.1511 -0.6453 -0.0922 3.190 -4.496 -1.050 0.28
O 0.0149 -1.6897 -0.9107 -0.017 3.215 -1.408 -0.35
H -1.6820 -1.2742 0.9552 1.924 1.568 -0.048 0.32
H -0.9895 0.5008 1.0692 -0.080 -0.171 0.987 0.34
H 1.2735 -0.3585 -0.1122 -2.338 0.876 0.100 0.33
H 0.5535 -1.5322 -1.7776 -0.675 -0.833 2.054 0.46
```
Positions in Å, forces in eV/Å.

Spin multiplicity: 1
ΔE to the lowest compared entry with this formula, charge and spin: 158.0 kJ/mol
E_HOMO: -16.70 eV
F_max: 5.6 eV/Å
Net charge: +1
Frontier orbital gap: 10.61 eV

=====

6.
DFT (ωB97M-V/def2-TZVPD) results for a cluster of 2 separate species, C2H7O2 in total in a non-equilibrium geometry.

The geometry in XYZ format:
```
11
Properties=species:S:1:pos:R:3:forces:R:3:mulliken_charge:R:1
O 0.2446 -0.0911 -2.3349 -0.409 -0.434 1.138 -0.68
H 0.9776 0.2351 -2.8679 -0.274 0.230 -0.325 0.37
H -0.2606 -1.3733 0.6139 0.061 -0.238 -0.270 0.35
H -0.6218 0.2242 -2.6200 0.311 0.095 -0.769 0.38
C -0.3466 -0.6755 1.4325 -0.419 -0.422 0.418 -1.02
C 0.1643 0.6296 1.0588 0.111 0.584 -0.029 0.42
O 0.4323 0.9599 -0.1040 -0.125 0.002 -0.673 -0.30
H -1.4118 -0.6362 1.7259 0.337 0.289 0.000 0.32
H 0.1893 -1.0533 2.3045 0.019 0.061 0.074 0.32
H 0.3812 1.4597 1.7361 -0.186 -0.410 0.471 0.45
H 0.2514 0.3209 -0.9448 0.574 0.243 -0.034 0.39
```
Positions in Å, forces in eV/Å.

Spin multiplicity: 1
ΔE to the lowest compared entry with this formula, charge and spin: 15.8 kJ/mol
E_HOMO: -17.48 eV
F_max: 1.3 eV/Å
Net charge: +1
Frontier orbital gap: 12.33 eV